a | 20
Properties=species:S:1:pos:R:3 method="wB97M-V/def2-TZVPD" e_homo_ev=-14.10 gap_ev=11.3 total_charge=+1
C 1.470 -0.870 0.953
H 2.162 -1.160 0.177
C -1.535 -1.209 -1.387
N 1.529 0.645 1.089
H 0.140 -2.407 0.369
C -1.115 1.848 -0.490
H 0.568 0.787 0.215
H 1.714 -1.329 1.896
H 1.456 0.835 2.077
C 0.039 -1.345 0.581
C -0.634 -0.670 -0.594
H -1.713 -2.269 -1.341
H -1.969 -0.550 -2.128
H -0.566 -1.255 1.488
H -0.547 2.773 -0.466
H 0.257 0.941 -1.642
H -1.857 1.911 -1.275
H -1.653 1.610 0.427
H 2.431 1.014 0.813
N -0.176 0.698 -0.760


b | 20
Properties=species:S:1:pos:R:3 method="wB97M-V/def2-TZVPD" e_homo_ev=-13.85 gap_ev=7.4 total_charge=+1
H -1.039 -0.205 -1.703
C -1.491 0.176 1.742
H 1.931 2.634 -0.319
H -2.759 -0.218 0.045
N 1.028 2.493 0.125
H 0.967 -0.378 0.604
H 2.917 -2.300 -1.460
H 0.602 3.416 0.103
H -2.268 0.699 2.308
C 0.468 -0.675 -0.314
C 1.113 -1.518 -1.161
H -1.633 -0.821 2.165
H -2.065 1.324 0.046
H 0.506 1.928 -0.527
N 2.237 -2.223 -0.712
H 0.666 -1.823 -2.113
C -0.770 -0.179 -0.644
H -0.533 0.570 2.050
C -1.806 0.275 0.257
H 1.930 -3.171 -0.493


Stability, lowest: b


a | 20
Properties=species:S:1:pos:R:3 method="wB97M-V/def2-TZVPD" e_homo_ev=-14.25 gap_ev=11.0 smiles="C=C[N+](C)(C)NC" total_charge=+1
H -2.311 1.610 0.948
H 0.637 -2.030 -1.596
H -0.605 -1.692 1.105
H -2.758 0.923 -0.592
H 1.534 0.319 -1.740
C 2.224 0.977 0.236
H 0.057 -0.180 1.822
C -0.202 -1.252 -1.244
H 1.900 1.165 1.198
H 1.158 -1.349 1.154
H -0.936 -1.879 -0.839
H 3.115 1.456 -0.116
C -2.065 0.843 0.243
N 0.188 -0.221 -0.181
H -0.193 1.653 0.440
C 0.175 -0.899 1.068
C 1.535 0.268 -0.605
N -0.683 0.941 -0.087
H -0.484 -0.698 -2.144
H -2.288 0.044 0.931


b | 20
Properties=species:S:1:pos:R:3 method="wB97M-V/def2-TZVPD" e_homo_ev=-13.88 gap_ev=10.8 smiles="C=NCC[C@H](C)[NH3+]" total_charge=+1
H -2.001 -0.809 -0.323
H -2.692 -1.426 1.858
N -0.697 -1.310 1.255
C 0.705 1.777 -1.479
N 1.456 0.733 0.629
H -1.376 -1.432 3.151
C 0.117 -0.610 -0.871
C -1.039 -1.314 -0.178
H 1.621 1.581 1.171
H 0.977 -1.256 -0.688
H 2.316 0.499 0.128
H -0.096 1.796 -2.223
H -0.004 -0.602 -1.949
C -1.631 -1.395 2.097
H 0.941 2.777 -1.139
H -0.526 1.225 0.222
H 1.550 1.333 -2.011
C 0.279 0.814 -0.375
H 1.235 -0.046 1.265
H -1.136 -2.334 -0.539


Stability, lowest: a


a | 20
Properties=species:S:1:pos:R:3 method="wB97M-V/def2-TZVPD" e_homo_ev=-12.08 gap_ev=8.8 smiles="N/C=C/CCC[NH3+]" total_charge=+1
H -0.006 0.840 -2.333
C -1.445 -0.945 0.312
H 0.235 -0.869 -2.293
C -1.417 -0.214 -1.057
H -0.712 -1.098 2.474
H -2.107 -0.719 -1.874
H 1.324 -1.231 1.039
H 0.676 0.157 -0.873
C -0.690 -0.473 1.541
H -1.231 0.554 1.734
H -1.245 -1.991 -0.040
H 2.779 0.504 -0.348
H 1.063 1.606 1.807
H -1.709 0.830 -1.097
H 2.776 2.081 0.027
N -0.041 -0.023 -1.697
C 1.365 0.910 1.071
C 0.682 -0.255 1.064
H -2.532 -0.887 0.525
N 2.235 1.224 0.018


b | 20
Properties=species:S:1:pos:R:3 method="wB97M-V/def2-TZVPD" e_homo_ev=-13.40 gap_ev=10.0 smiles="C=NCC[C@@H](C)[NH3+]" total_charge=+1
H 2.923 1.713 -0.021
H 2.435 0.888 1.767
H 0.615 -1.025 -0.600
C -1.990 -2.075 -0.655
C -1.555 0.194 0.062
H -2.344 0.260 0.878
H 1.919 -0.176 -1.469
C 0.882 0.990 -0.038
H -1.934 0.860 -0.720
N -1.198 -1.023 -0.640
H 0.548 1.566 -0.910
H 1.958 2.589 0.996
H 0.022 -0.148 1.598
C -0.263 0.651 0.960
H -2.176 -2.568 -1.600
H 2.191 -0.778 0.118
N 1.471 -0.415 -0.519
H -2.548 -2.243 0.225
H -0.736 1.463 1.488
C 2.128 1.519 0.732


c | 20
Properties=species:S:1:pos:R:3 method="wB97M-V/def2-TZVPD" e_homo_ev="-12.30 / -12.30" gap_ev="8.4 / 8.4" total_charge=+1
C -2.279 0.030 -0.548
H 1.536 -0.394 1.632
C 2.428 -0.520 -0.445
H -0.401 -1.534 -0.902
N -1.665 -0.788 0.305
H -4.249 0.269 0.468
H -0.074 -2.125 0.617
H -2.064 -0.875 1.226
H -1.837 0.405 -1.471
H 0.174 1.462 1.437
C 1.423 -0.033 0.550
H 3.138 0.291 -0.672
H 1.850 -0.663 -1.381
H 1.771 1.933 0.622
H -4.023 1.137 -0.854
C 0.843 1.347 0.525
H 0.418 1.630 -0.447
C -0.346 -1.287 0.086
H 2.713 -1.590 -0.240
N -3.442 0.607 -0.226


d | 20
Properties=species:S:1:pos:R:3 method="wB97M-V/def2-TZVPD" e_homo_ev=-12.63 gap_ev=9.4 total_charge=+1
N 1.044 0.802 -0.782
C 1.601 -0.255 -0.123
N -1.280 -0.285 -0.409
H -1.438 1.274 -1.707
H -3.135 0.323 0.397
C -2.106 0.455 0.595
H -2.092 1.581 0.351
C 1.931 -0.132 1.339
H 2.097 -1.014 -0.753
H -0.250 -2.025 -0.796
C -0.910 0.411 -1.498
H 1.688 -1.160 1.836
H 3.014 0.134 1.557
H 1.354 0.838 -1.730
H -0.609 -1.693 0.929
C -0.473 -1.328 -0.048
H 1.277 0.483 1.938
H -1.895 0.153 1.591
H 0.688 1.602 -0.367
H -0.505 -0.165 -2.319


Stability, lowest: d


a | 16
Properties=species:S:1:pos:R:3 method="wB97M-V/def2-TZVPD" e_homo_ev=-8.34 gap_ev=9.1 smiles="C=CN.C=NC"
H -1.976 -0.209 -1.172
H 3.161 0.565 1.213
H -1.468 -1.372 0.117
H -0.824 0.715 1.611
H 1.709 1.490 0.487
H 2.324 -1.440 0.235
N -2.587 0.515 0.602
C -2.184 -0.595 -0.252
H -1.951 2.253 1.335
N 1.634 -0.758 -1.482
H 0.866 -1.410 -1.651
C -1.615 1.149 1.092
C 2.022 -0.489 -0.155
C 2.405 0.710 0.435
H 1.534 0.118 -2.009
H -3.050 -1.242 -0.405


b | 16
Properties=species:S:1:pos:R:3 method="wB97M-V/def2-TZVPD" e_homo_ev=-7.77 gap_ev=8.8 smiles="C=CN.C=CN"
N -2.068 0.352 -1.802
N 2.649 -0.999 0.202
H -2.251 -0.565 -2.173
C 1.521 -0.386 0.742
H -2.199 -0.300 1.433
H 0.766 -1.126 0.980
H -1.724 0.930 -2.551
H 2.302 1.524 1.052
C -1.727 -0.348 0.453
H -1.812 1.668 -0.244
C -1.968 0.622 -0.465
H -1.249 -1.302 0.301
C 1.443 0.864 1.189
H 3.417 -0.403 -0.072
H 0.546 1.400 1.494
H 2.412 -1.629 -0.550


Stability, lowest: a


a | 16
Properties=species:S:1:pos:R:3 method="wB97M-V/def2-TZVPD" e_homo_ev=-9.85 gap_ev=10.9 smiles="C=NC.C=NC"
H -0.016 -1.846 1.118
H -2.354 -1.737 1.551
C -0.037 -1.783 0.056
H 0.866 -1.709 -0.512
H -2.393 -3.208 0.673
H 2.880 2.264 -0.693
N -1.208 -2.015 -0.471
H -3.295 -1.769 -0.006
N 0.826 1.968 -1.070
H 2.245 2.233 -2.489
C -2.366 -2.114 0.552
H 0.218 0.965 0.676
H 1.738 2.001 0.894
H 0.133 2.719 0.817
C 2.074 2.125 -1.424
C 0.689 1.906 0.329


b | 16
Properties=species:S:1:pos:R:3 method="wB97M-V/def2-TZVPD" e_homo_ev=-7.64 gap_ev=8.6 smiles="N/C=C/CCN"
N -2.601 -0.821 -0.733
H -0.878 0.468 1.136
H 1.030 -0.036 -1.332
C -1.536 0.040 -0.797
H -3.257 -0.737 -1.536
C 1.764 0.418 0.589
H 1.588 1.185 1.419
C 0.737 0.599 -0.486
H 0.807 -1.139 1.048
H -1.445 0.643 -1.711
N 1.730 -0.891 0.999
C -0.562 0.135 0.132
H 0.761 1.656 -1.020
H 2.817 0.680 0.140
H 2.008 -1.326 1.971
H -2.962 -0.873 0.180


c | 16
Properties=species:S:1:pos:R:3 method="wB97M-V/def2-TZVPD" e_homo_ev="-7.13 / -7.13" gap_ev="8.0 / 8.0"
C 0.542 -1.539 -0.040
N -0.560 0.764 -0.017
H 2.345 0.583 1.046
C 0.605 -0.061 -0.016
H 2.613 0.291 -0.678
H 1.564 -1.916 -0.059
H -1.747 -0.801 -0.820
H 0.040 -1.959 0.834
H -1.805 -0.646 0.944
H 0.025 -1.920 -0.923
C 1.897 0.674 0.051
H -2.663 0.509 -0.080
H 1.715 1.729 -0.137
C -1.758 -0.088 0.005
H -1.910 2.206 -0.090
N -0.903 2.176 -0.020


Stability, lowest: c


a | 16
Properties=species:S:1:pos:R:3 method="wB97M-V/def2-TZVPD" e_homo_ev="-7.71 / -7.53" gap_ev="8.7 / 8.0"
H -3.461 -0.489 0.710
H 1.257 -1.256 -1.034
C 0.162 -0.644 0.478
H -0.856 -0.810 -1.571
H -3.595 1.273 0.407
C 1.506 -0.650 -0.115
H 2.308 -1.076 0.492
N -2.007 0.399 -0.497
H 1.950 1.426 0.536
H 1.502 1.113 -1.268
N -3.121 0.336 0.306
C -1.088 -0.688 -0.400
H 3.121 0.963 -0.501
C 2.079 0.830 -0.371
H -1.586 -1.737 -0.039
H 0.133 -0.015 1.391


b | 16
Properties=species:S:1:pos:R:3 method="wB97M-V/def2-TZVPD" e_homo_ev=-9.17 gap_ev=10.3 smiles="NC/C=C/CN"
H -3.329 0.483 -0.442
N 2.829 0.551 1.256
H 2.024 -1.298 1.215
C 1.626 -0.284 1.201
H 1.050 -0.024 2.127
H 1.167 -0.068 -0.893
C -1.476 -0.322 -1.209
H -3.249 0.179 -1.980
H 3.332 0.537 0.446
H 2.495 1.609 1.626
H -1.659 -1.453 -1.147
C -0.698 -0.052 0.062
N -2.643 0.615 -1.228
H -0.859 -0.087 -2.183
H -1.251 -0.270 1.054
C 0.642 -0.116 0.095


c | 16
Properties=species:S:1:pos:R:3 method="wB97M-V/def2-TZVPD" e_homo_ev="-8.38 / -8.02" gap_ev="8.9 / 8.5"
H 1.805 -0.700 1.869
H -0.622 -0.946 -1.513
C 1.458 0.842 -1.749
H 0.820 1.294 -2.510
H 0.367 -1.921 1.656
H -2.328 1.436 1.221
C -2.291 0.351 0.976
N 0.708 -0.717 0.023
N 0.664 0.589 -0.563
C -0.422 -0.392 -0.673
H 2.004 1.709 -1.386
H 1.803 -0.121 -2.145
H -2.855 0.130 -0.030
H 0.100 -0.163 1.800
H -2.044 -0.431 1.573
C 0.835 -0.960 1.454


Stability, lowest: c